{
  "formula": "C33H33N2O8RhS",
  "method": "ωB97M-V/def2-TZVPD",
  "symbols": ["H", "C", "C", "H", "H", "O", "H", "C", "H", "H", "H", "C", "C", "H", "C", "C", "H", "H", "H", "H", "O", "C", "H", "C", "C", "C", "H", "C", "C", "C", "C", "C", "H", "H", "C", "S", "H", "H", "H", "H", "H", "O", "C", "C", "C", "O", "H", "H", "O", "H", "H", "N", "N", "H", "C", "H", "H", "O", "C", "C", "C", "H", "C", "C", "C", "O", "H", "Rh", "H", "C", "C", "C", "C", "C", "O", "H", "C", "H"],
  "coordinates": [[0.56294, -2.06772, -2.15515], [-0.85923, 0.00219, -2.75069], [-7.20483, -1.37338, -0.14000], [1.93158, -3.76174, 0.63216], [-5.24096, -1.49754, -1.91247], [2.95178, -0.50405, -1.59123], [2.18545, 0.46531, -3.95072], [0.88595, -4.03702, 0.63121], [-2.51590, 1.32524, -2.52847], [-5.47521, -3.64186, 3.53065], [-1.25055, -0.73902, -2.05625], [-3.97832, -3.06590, 2.11896], [-5.27420, -3.15942, 2.58398], [-1.09361, 2.11129, -3.19853], [2.42627, 3.65308, 3.37314], [-0.05506, -3.00506, 0.54089], [-1.36440, 1.34986, -0.50370], [-8.13644, -1.45957, 0.41574], [2.84406, 6.12971, 1.08487], [-2.01117, -1.37694, 0.37090], [1.04266, 2.33958, 1.10119], [-6.06579, -1.97361, 0.63680], [1.23738, -6.14278, 0.76277], [-6.31250, -2.61036, 1.84391], [4.46107, 3.15941, -0.49004], [1.12569, -1.40956, -2.82197], [6.60355, 0.53542, -0.47536], [2.45521, 4.30981, 2.15184], [2.86356, 5.62806, 2.04319], [-4.48556, -1.23010, -1.17430], [-1.42313, 1.38230, -2.45629], [-1.43222, -3.30666, 0.52918], [4.30938, 4.12179, -0.95979], [2.06615, 2.63550, 3.42790], [3.49841, 2.62594, 0.35123], [1.95779, 3.47965, 0.66054], [1.00689, -1.78176, -3.84523], [4.85268, -0.38874, 1.01571], [2.90187, 1.01639, 1.62904], [-1.19250, -6.68173, 0.71607], [0.59423, 0.97784, -4.53172], [1.45741, 3.25807, -3.65809], [0.47228, -1.63333, 0.43277], [4.76324, 0.60905, 0.61007], [-1.80987, -4.65701, 0.59092], [-1.01381, 1.90769, -1.20777], [-1.17350, -0.28968, -3.76504], [-2.85934, -4.91150, 0.56257], [1.67712, -1.38730, 0.64042], [2.81972, 3.83718, 5.46678], [3.61961, 7.32189, 3.11511], [0.60696, -0.04667, -2.67589], [-2.38402, -2.31715, 0.43002], [-3.15498, -3.46319, 2.69647], [1.22074, 0.87473, -3.64144], [-3.51188, -1.51673, -1.56507], [-7.03545, -0.31654, -0.35172], [3.36722, -2.25213, -2.89427], [-0.86271, -5.65197, 0.67551], [1.51318, 2.23157, -3.02190], [3.29204, 6.29436, 3.18406], [-7.32828, -2.67064, 2.21158], [2.60102, -1.43843, -2.43746], [-3.71910, -2.44920, 0.89792], [3.62935, 1.36789, 0.90253], [1.88586, 2.15635, -1.77861], [6.34124, 2.79444, -1.43044], [1.52383, 0.55208, -0.53666], [-7.34214, -1.87244, -1.10152], [2.84049, 4.33137, 4.50554], [5.73523, 1.12726, -0.22304], [3.28031, 5.64732, 4.40866], [5.58578, 2.40332, -0.76274], [-4.75528, -1.90216, 0.14243], [-0.27067, -0.64735, 0.05173], [3.60348, 6.17207, 5.29688], [0.50101, -5.35603, 0.70108], [-4.50904, -0.14109, -1.08134]],
  "largest_force_ha_per_bohr": 0.0150,
  "multiplicity": 5,
  "s_squared": 6.01,
  "e_homo_ev": [-7.93, -7.93],
  "orbital_gap_ha": [0.303, 0.208],
  "lumo_energy_ev": [0.31, -2.26],
  "total_charge": 0
}

---

{
  "formula": "C20H22CuF6N5O5S2",
  "method": "ωB97M-V/def2-TZVPD",
  "symbols": ["H", "H", "C", "C", "H", "O", "C", "C", "H", "C", "C", "N", "C", "C", "S", "O", "C", "C", "F", "N", "F", "Cu", "O", "H", "C", "H", "C", "C", "H", "C", "C", "C", "H", "H", "N", "F", "H", "N", "H", "F", "C", "H", "C", "C", "H", "H", "H", "F", "H", "S", "O", "O", "H", "H", "H", "F", "H", "H", "C", "H", "N"],
  "coordinates": [[6.68815, 2.43551, 2.61261], [7.27976, -0.85093, -0.06026], [6.35110, 1.87754, 1.75152], [-0.58622, -3.48670, -6.82870], [-1.61266, -6.13678, 3.41881], [0.02410, -4.26899, 1.25569], [-0.23941, -5.29149, 1.88855], [6.78305, 0.07437, 0.19173], [-2.86703, -0.56522, -5.94202], [-0.62391, 3.19427, 5.39908], [-2.31345, -1.45123, -6.21574], [-0.04049, 2.09758, 4.80651], [-1.54969, -5.25938, 2.77515], [5.55370, 0.35200, -0.45083], [-2.79369, 5.17811, -1.72989], [-1.61997, 5.56708, -0.88800], [7.14491, 0.78911, 1.33317], [-0.26194, 3.60016, 6.68385], [-0.99666, 3.96011, -3.36937], [0.48081, -6.42013, 1.87303], [-1.47613, 5.92528, -3.94199], [-0.37733, 0.49334, -0.50758], [-5.09416, 4.75627, 0.03718], [2.00721, 1.24107, 7.33667], [5.16336, 2.11242, 1.03057], [1.07701, 3.13570, 8.36570], [-2.37341, -2.02327, -7.48469], [-0.59916, -2.91350, -5.56030], [-1.47585, -4.30456, 3.29568], [0.82748, 1.38893, 5.51063], [-5.35921, 2.05952, -0.55391], [0.74170, 2.89708, 7.36718], [4.48500, 2.88838, 1.35323], [5.16474, -0.23798, -1.26755], [-1.35785, -1.82299, -5.24229], [-6.67411, 1.99260, -0.40022], [-0.73347, 4.45688, 7.14219], [-3.30839, 3.58422, -1.36699], [0.12387, -4.27019, -7.04852], [-4.99334, 1.19878, -1.49956], [-1.50450, -3.08624, -7.80242], [8.01177, 0.49943, 1.90854], [1.64109, -6.71919, 1.12826], [-1.99373, 4.81698, -3.45140], [-1.47790, -3.49874, -8.80018], [-1.30049, 3.70679, 4.73126], [-2.39250, -5.31979, 2.08658], [-4.71468, 1.82371, 0.61450], [0.08819, -3.26500, -4.80505], [-4.83163, 3.84730, -1.09624], [-5.61350, 4.18008, -2.28302], [-3.79179, 6.27723, -1.88109], [1.21700, 0.49290, 5.05041], [1.36316, -7.46269, 0.38122], [2.07860, -5.82023, 0.69402], [-2.89961, 4.41961, -4.41916], [2.42379, -7.16924, 1.73894], [0.22851, -7.11926, 2.55690], [1.26987, 1.78503, 6.76497], [-3.09944, -1.65351, -8.19360], [4.72920, 1.31207, 0.00614]],
  "largest_force_ha_per_bohr": 0.0855,
  "e_homo_ev": -8.45,
  "orbital_gap_ha": 0.149,
  "lumo_energy_ev": -4.41,
  "total_charge": 0
}